34
Properties=species:S:1:pos:R:3 method="wB97M-V/def2-TZVPD" charge=+1 homo_lumo_gap_ev=3.4 homo_ev=-12.483
Be 1.255 -0.271 2.662
Be -1.910 -0.503 -0.089
Be -0.679 1.458 -1.812
Be -1.905 -0.055 2.817
Be 1.931 1.955 -0.025
Be 0.090 3.457 1.665
Be 1.215 -1.454 -0.157
S 2.569 -2.003 1.630
O 1.936 -2.801 0.618
O 2.170 -2.402 2.943
O 4.041 -2.114 1.557
O 2.211 -0.642 1.239
S -0.143 0.868 0.755
O 0.931 -0.098 0.788
O -1.449 0.487 1.526
O 0.047 2.290 0.930
O -0.621 0.845 -0.583
C -0.623 -1.937 1.876
O 0.529 -1.579 1.659
O -0.723 -2.932 2.483
O -1.516 -1.343 1.240
C 1.443 1.193 -2.401
O 0.550 1.235 -3.264
O 1.130 1.209 -1.264
O 2.643 1.445 -2.582
C -0.062 -0.841 -1.903
O -0.428 -1.119 -0.830
O 1.049 -1.151 -2.383
O -0.834 -0.160 -2.430
P -2.982 1.339 -1.344
O -4.214 2.209 -1.813
O -3.392 0.329 -0.225
O -2.033 2.218 -0.578
O -2.227 0.870 -2.705

***

13
Properties=species:S:1:pos:R:3 method="wB97M-V/def2-TZVPD" charge=-2 homo_lumo_gap_ev=5.4 homo_ev=-0.527
Be -0.470 -1.432 -0.567
Se -1.698 -3.209 -1.141
Se 0.018 -4.577 -1.902
Se 1.620 -2.991 -2.645
Se 1.770 -1.412 -0.881
O 1.137 4.130 2.020
C 0.550 3.184 1.564
S 0.190 2.903 -0.210
C -0.386 1.320 -0.003
C -0.508 0.738 1.224
S -0.979 -0.882 1.343
S -0.177 1.856 2.545
S -1.068 0.370 -1.348

***

9
Properties=species:S:1:pos:R:3 method="wB97M-V/def2-TZVPD" relative_energy_kcal_mol=71.5 homo_lumo_gap_ev="7.8 / 7.8" homo_ev="-9.600 / -9.627"
C 3.041 -1.138 -0.401
C -0.774 -0.275 0.632
C -1.647 0.883 0.338
N 2.594 -2.192 -0.590
F -1.472 1.413 -0.860
F -1.547 1.805 1.242
F -2.947 0.443 0.364
Br -0.664 -1.517 -0.666
Br 3.416 0.580 -0.060